Run 1
{"formula": "C2H3FO2", "method": "ωB97M-V/def2-TZVPD", "multiplicity": 1, "orbital_gap_ev": [8.4, 8.4], "lumo_ev": [-0.1, -0.1], "e_homo_ev": [-8.53, -8.53], "elements": ["F", "O", "O", "C", "C", "H", "H", "H"], "coordinates": [[-1.32380, -0.98314, -0.18148], [1.19898, -0.68686, 0.87024], [-1.03459, 1.08539, 0.52095], [-0.59168, 0.07224, -0.15019], [0.99838, -0.18086, -0.39056], [1.64945, 0.68378, -0.50908], [1.08067, -0.92468, -1.11176], [-1.97741, 0.93414, 0.95188]], "lowdin_charge": [0.18, -0.20, 0.15, -0.26, -0.28, 0.11, 0.08, 0.22]}


Run 2
{"formula": "C2H3FO2", "method": "ωB97M-V/def2-TZVPD", "multiplicity": 1, "orbital_gap_ev": 11.7, "lumo_ev": 0.6, "smiles": "O=C(O)CF", "e_homo_ev": -11.05, "elements": ["F", "O", "O", "C", "C", "H", "H", "H"], "coordinates": [[1.93345, 0.48027, -0.01555], [-0.45903, 1.63052, 0.00426], [-1.43983, -0.33609, -0.00380], [-0.36998, 0.45378, 0.04514], [0.82104, -0.36614, 0.02726], [0.89173, -0.99849, -0.83332], [0.93012, -0.94360, 0.85519], [-2.30750, 0.07975, -0.07919]], "lowdin_charge": [-0.02, 0.16, 0.12, -0.55, -0.09, 0.14, 0.11, 0.14]}


The most stable arrangement is run 2, and the next structure is 327.6 kJ/mol less stable.